Here is a 10-piece molecular cluster, C22H68N5O10 overall from the Open Molecules 2025 dataset. Energies are from ωB97M-V with the def2-TZVPD basis set.

HOMO-LUMO gap	5.99	eV

```
! RIJCOSX wB97M-V def2-TZVPD def2/J DEFGRID3
* xyz -1 1
C 0.13185 -1.42919 1.47824
C -0.71372 -0.47399 0.61470
O -1.43231 0.37719 1.42642
H 0.86743 -0.90235 2.08608
H 0.58473 -2.30845 1.02009
H -0.47402 -1.78980 2.30950
H -1.32721 -0.93819 -0.15747
H -0.13786 0.23765 0.02304
O -1.97383 2.82792 -0.31541
H -1.95718 1.96430 0.09702
H -1.86127 2.65015 -1.24920
O -4.36291 0.54446 1.57177
H -3.61105 0.53929 0.97940
H -5.00544 -0.02533 1.14899
O -2.91704 2.66119 2.74471
H -2.77743 3.54558 3.08324
H -2.16966 2.50437 2.16760
O -3.03997 0.09229 3.79624
H -2.22042 0.08116 3.30183
H -2.96761 -0.64898 4.39750
C -3.35946 -4.90374 0.09481
C -2.00582 -5.45275 0.31640
C -1.05427 -5.47591 -0.94375
O -0.72548 -4.14157 -1.39410
C 0.38357 -4.06496 -2.30437
N -1.37858 -4.69160 1.34754
H -3.30852 -3.81496 0.10223
H -4.07466 -5.19215 0.86514
H -3.78047 -5.25230 -0.84825
H -2.00550 -6.42924 0.80073
H -1.51530 -6.08107 -1.72435
H -0.11627 -5.95978 -0.67146
H 0.12469 -4.58115 -3.22883
H 1.17527 -4.68060 -1.87742
H 0.73926 -3.05181 -2.49173
H -0.42943 -5.02989 1.41663
H -1.21537 -3.89982 0.74211
C 2.80197 -0.15127 -0.32057
C 4.29352 -0.60152 -0.08065
C 4.34821 -1.77648 0.97397
O 4.31706 -1.14142 2.28069
C 5.50526 -0.64830 2.81520
N 4.85696 -1.00878 -1.34160
H 2.05367 -0.89486 -0.59482
H 2.76406 0.56977 -1.13713
H 2.62154 0.42608 0.58619
H 4.92579 0.13801 0.41070
H 5.26628 -2.35279 0.85949
H 3.53227 -2.49474 0.89369
H 5.48908 0.20888 3.48832
H 6.16014 -0.36911 1.98980
H 5.91112 -1.33629 3.55686
H 4.28604 -0.56807 -2.04865
H 5.76312 -0.56358 -1.36954
C 2.36792 2.64888 2.44235
C 2.58922 1.50993 3.42784
C 3.42761 1.90810 4.64765
O 3.78527 0.74510 5.37749
C 4.33446 1.03139 6.64099
N 1.33846 0.90701 3.70497
H 3.29785 2.91809 1.94148
H 2.06950 3.55419 2.97099
H 1.50976 2.41060 1.81396
H 3.16372 0.72788 2.93140
H 2.77370 2.57829 5.20564
H 4.32697 2.47351 4.40359
H 3.63977 1.57480 7.28147
H 5.21837 1.66673 6.69721
H 4.62449 0.08020 7.08734
H 1.51601 -0.05762 3.94592
H 0.78075 0.82816 2.86661
C -5.60245 -1.76789 -2.58873
C -4.65668 -0.82904 -3.45216
C -3.56225 -0.20685 -2.60531
O -4.01403 0.59116 -1.53581
C -4.67088 1.74077 -1.98360
N -4.19246 -1.49402 -4.66679
H -6.31942 -1.12373 -2.07971
H -5.05742 -2.52417 -2.02385
H -6.17250 -2.42457 -3.24593
H -5.31380 -0.00540 -3.73127
H -2.91061 0.36849 -3.26291
H -2.90737 -0.90891 -2.08923
H -5.07483 2.33793 -1.16608
H -5.62421 1.65054 -2.50428
H -3.95497 2.38794 -2.49028
H -4.74993 -2.24000 -5.05775
H -3.40334 -2.08036 -4.43526
C 1.22705 3.33521 -1.13453
C 1.55442 3.60406 -2.59767
C 0.32659 3.54419 -3.38674
O 0.58476 3.74183 -4.73740
C -0.49941 3.79967 -5.72359
N 2.23181 4.87568 -2.72206
H 0.78805 4.20295 -0.64218
H 2.22927 3.23852 -0.71702
H 0.70250 2.40535 -0.91471
H 2.24481 2.87895 -3.02859
H -0.30308 4.41478 -3.20319
H -0.27638 2.64394 -3.26802
H -1.32500 3.11063 -5.54548
H -0.07985 3.88035 -6.72637
H -1.04865 4.70813 -5.47634
H 2.61730 4.86656 -3.65556
H 1.46401 5.53027 -2.67624
*
```

These are the Mulliken partial charges, in e, on atoms 1 to 4: number 1, C, carries -1.01; number 2, C, carries 1.59; number 3, O, carries -0.29; number 4, H, carries -0.37

=====

Here is one molecule with the formula C5H10O2 from the Open Molecules 2025 dataset. Energies are from ωB97M-V with the def2-TZVPD basis set.

energy above the lowest of the compared OMol25 structures with the same formula, charge and spin	57.6	kcal/mol
HOMO-LUMO gap	10.43	eV
SMILES	CCO[C@@H](C)C=O

```
! RIJCOSX wB97M-V def2-TZVPD def2/J DEFGRID3
* xyz 0 1
C -0.02384 1.89646 -1.74803
C 0.49601 1.53768 -0.34119
O -0.20893 0.35801 0.16160
C 0.20922 -0.84663 0.87402
C -0.89739 -1.45588 1.79320
C 0.46339 -1.73053 -0.33478
O 1.50096 -1.71828 -0.94772
H -1.10368 1.73637 -1.80366
H 0.15334 2.95933 -1.97773
H 0.44954 1.31748 -2.54868
H 1.59713 1.51977 -0.37802
H 0.22640 2.36090 0.33256
H 1.12669 -0.74244 1.46953
H -0.46479 -2.13525 2.54936
H -1.45999 -0.70242 2.34984
H -1.63012 -2.06934 1.24669
H -0.43393 -2.28523 -0.69700
*
```

These are the natural (NBO) partial charges, in e, on atoms 1 to 4: number 1, C, carries -0.63; number 2, C, carries -0.05; number 3, O, carries -0.58; number 4, C, carries 0.01

=====

Here is C15H26ClLaO2P2S as an isolated structure from the Open Molecules 2025 dataset. Energies are from ωB97M-V with the def2-TZVPD basis set.

energy above the lowest of the compared OMol25 structures with the same formula, charge and spin	118.5	kcal/mol
HOMO-LUMO gap (spin up / spin down)	5.02 / 5.02	eV

```
! RIJCOSX wB97M-V def2-TZVPD def2/J DEFGRID3
* xyz 2 1
C -0.14914 3.62962 -5.81869
C -0.40763 2.62120 -4.73616
H -0.51680 4.61604 -5.50823
H -0.65438 3.31317 -6.73839
H 0.92706 3.67651 -6.02004
O -0.93613 2.81445 -3.66029
Cl 0.17001 0.99236 -5.18494
La 0.16408 0.14950 -0.38915
P -2.19899 -0.63275 -0.78673
C -3.44364 -0.23359 0.36357
C -2.59465 0.02741 -2.37465
H -3.52691 -0.46120 -2.66192
H -3.00846 -2.73032 -1.30741
H -1.80778 -0.18314 -3.11790
H -1.23897 -2.67458 -1.62692
H -3.56858 0.85440 0.46481
H -2.73384 1.11733 -2.33495
C -2.04583 -2.39297 -0.93191
H -4.35294 -0.68010 -0.03727
H -1.82915 -2.85785 0.04085
H -3.22664 -0.64497 1.36000
P 2.41543 1.07970 0.29238
C 2.56116 1.98922 1.77027
C 3.46616 -0.34883 0.35499
H 2.78893 1.52042 -2.04202
H 3.94485 2.31377 -0.91155
H 2.29648 2.98830 -1.15138
C 2.89725 2.06796 -1.09002
H 3.36523 -0.96669 -0.55262
H 4.47580 0.04469 0.43840
H 3.61308 2.26843 1.82927
H 2.27780 1.39473 2.65001
H 3.22877 -0.98482 1.22053
H 1.93134 2.89172 1.75371
C -0.62192 1.09545 1.47770
O -1.06321 1.61523 2.55619
S 0.88357 -2.40757 0.59523
C 0.36346 -2.41708 2.19903
C 0.80129 -1.44672 3.15454
C 0.38357 -1.46602 4.47595
C -0.48858 -2.45840 4.92328
C -0.94143 -3.43256 4.02559
C -0.53259 -3.41962 2.70459
H 1.49758 -0.66802 2.80955
H 0.74547 -0.70060 5.17258
H -0.81059 -2.47587 5.96686
H -1.62030 -4.21696 4.37881
H -0.87927 -4.18039 2.00444
*
```

These are the Mulliken partial charges, in e, on atoms 1 to 4: number 1, C, carries -1.04; number 2, C, carries 0.74; number 3, H, carries 0.29; number 4, H, carries 0.34

=====

Here is a 2-piece molecular cluster, C4H7I overall from the Open Molecules 2025 dataset. Energies are from ωB97M-V with the def2-TZVPD basis set.

energy above the lowest of the compared OMol25 structures with the same formula, charge and spin	48.5	kcal/mol
HOMO-LUMO gap	9.47	eV
SMILES	CC1=CC1.I

```
! RIJCOSX wB97M-V def2-TZVPD def2/J DEFGRID3
* xyz 0 1
C -0.22061 1.01704 -0.16923
C -0.66056 -0.19862 0.61421
C 0.56393 -0.19864 0.15871
C -1.68938 -1.15556 1.16024
I 2.63526 0.91341 -3.90457
H -0.72180 1.01734 -1.15863
H 0.00902 1.93809 0.16055
H 3.39377 -0.47004 -4.08649
H 1.45010 -0.75511 0.12099
H -1.60699 -1.24148 2.21841
H -1.42502 -2.10509 0.75788
H -2.63453 -0.77551 0.73464
*
```

These are the natural (NBO) partial charges, in e, on atoms 1 to 4: number 1, C, carries -0.40; number 2, C, carries 0.05; number 3, C, carries -0.23; number 4, C, carries -0.65

=====

Here is a 4-piece molecular cluster, C3H15NO4 overall from the Open Molecules 2025 dataset. Energies are from ωB97M-V with the def2-TZVPD basis set.

energy above the lowest of the compared OMol25 structures with the same formula, charge and spin	40.9	kcal/mol
HOMO-LUMO gap	9.15	eV
SMILES	CNCCO.O.O.O

```
! RIJCOSX wB97M-V def2-TZVPD def2/J DEFGRID3
* xyz 0 1
C -0.08787 0.47854 -1.86873
N 0.27635 1.69289 -1.09915
C -0.40605 1.85232 0.18251
C 0.59926 1.61359 1.33532
O 0.44636 0.32811 1.95882
H 0.35332 -0.36351 -1.37652
H 0.43196 0.73862 -2.79442
H -1.12989 0.23844 -2.07554
H 0.26541 2.52091 -1.67091
H -0.81560 2.86225 0.27713
H -1.24075 1.17908 0.32522
H 1.62675 1.60026 0.98963
H 0.42202 2.37580 2.10314
H -0.42418 0.26326 2.35789
H 3.08896 -1.17059 -0.73750
H 1.61955 -0.87257 -0.37339
O 2.20389 -1.54342 -0.73652
H -0.01805 -3.11293 1.64383
H -0.09958 -3.73492 0.37003
O -0.70899 -3.47945 1.06988
H -2.52501 -0.95180 0.67656
H -1.70903 -1.67624 -0.34834
O -2.16882 -0.83861 -0.20894
*
```

These are the natural (NBO) partial charges, in e, on atoms 1 to 4: number 1, C, carries -0.40; number 2, N, carries -0.65; number 3, C, carries -0.27; number 4, C, carries -0.07

=====

Here is C2H13N3P5 as an isolated structure from the Open Molecules 2025 dataset. Energies are from ωB97M-V with the def2-TZVPD basis set.

energy above the lowest of the compared OMol25 structures with the same formula, charge and spin	67.8	kcal/mol
HOMO-LUMO gap	7.03	eV

```
! RIJCOSX wB97M-V def2-TZVPD def2/J DEFGRID3
* xyz 1 1
C 2.68335 -0.29459 -0.85632
C -0.97481 -1.47559 -0.74637
N 0.03315 -0.90112 -0.12208
N -1.61598 -0.13531 1.50498
N 2.20359 -0.52505 0.54456
P 0.08178 -0.00214 1.20816
P 0.43659 1.88062 0.20575
P -2.66146 -1.60225 -0.15677
P -2.42680 1.64998 -0.92800
P -3.08359 0.33224 0.71184
H 1.77142 -0.78339 -1.42637
H 2.76572 0.82995 -1.07860
H 3.73123 -0.64520 -1.13203
H -0.54616 -2.11630 -1.51483
H -1.69770 -0.40244 2.53745
H 2.74912 -0.11288 1.28258
H 2.22858 -1.49413 0.73731
H 1.44103 2.12746 1.12076
H -0.33690 2.78382 0.85044
H -3.22477 -2.25800 -1.42811
H -2.88127 -2.50693 1.01408
H -3.13139 2.82732 -0.19501
H -3.49975 1.24289 -1.66632
*
```

These are the natural (NBO) partial charges, in e, on atoms 1 to 4: number 1, C, carries -0.45; number 2, C, carries -0.28; number 3, N, carries -0.71; number 4, N, carries -1.35

=====

Number 1: total energy -1904.9591 Ha. Number 2: total energy -346.9337 Ha. Number 3: total energy -2309.6002 Ha. Number 4: total energy -454.1777 Ha. Number 5: total energy -478.9636 Ha. Number 6: total energy -1954.6362 Ha.